{
  "formula": "C2H2ClN",
  "method": "ωB97M-V/def2-TZVPD",
  "relative_energy_kj_mol": 278.91,
  "gap_ev": 8.8,
  "smiles": "C#CNCl",
  "total_energy_ha": -592.22238,
  "e_lumo_ha": 0.0016,
  "homo_energy_ev": -8.753,
  "elements": ["Cl", "N", "C", "C", "H", "H"],
  "positions_angstrom": [[2.3374, 0.0349, -0.2613], [0.7234, -0.6255, 0.0217], [-1.3779, 0.7601, -0.1011], [-0.3245, 0.1211, -0.0076], [-2.1497, 1.3970, 0.2541], [0.7913, -1.6875, 0.0942]]
}

***

{
  "formula": "C4H4FeO5",
  "method": "ωB97M-V/def2-TZVPD",
  "relative_energy_kj_mol": 0.00,
  "gap_ev": [7.0, 6.2],
  "total_charge": 2,
  "total_energy_ha": -1793.82955,
  "s2": 12.021,
  "e_lumo_ha": [-0.3944, -0.5251],
  "multiplicity": 7,
  "homo_energy_ev": [-17.695, -20.480],
  "elements": ["Fe", "O", "O", "O", "O", "O", "C", "C", "C", "C", "H", "H", "H", "H"],
  "positions_angstrom": [[0.3913, 2.0152, -0.0104], [3.1830, -0.3087, -0.3560], [1.0376, 0.1623, 0.2160], [2.2975, 1.7870, -0.4354], [-3.7012, 1.1415, -0.5392], [-1.5244, 1.4385, 0.1277], [-0.9088, -1.1451, 0.4247], [-2.6590, 1.5393, -0.2553], [0.5311, -1.1733, 0.0621], [2.3317, 0.5322, -0.2197], [1.1340, -1.8076, 0.7319], [0.6780, -1.5174, -0.9704], [-1.1692, -1.0553, 1.4811], [-1.6216, -1.6086, -0.2570]]
}

***

{
  "formula": "C23H65N13O11",
  "method": "ωB97M-V/def2-TZVPD",
  "relative_energy_kj_mol": 1006.89,
  "gap_ev": 8.7,
  "smiles": "COCCNCCOC.COCCNCCOC.COCCNCCOC.NC(N)=O.NC(N)=O.NC(N)=O.NC(N)=O.NC(N)=O",
  "total_energy_ha": -2454.51257,
  "e_lumo_ha": -0.0050,
  "homo_energy_ev": -8.791,
  "elements": ["O", "O", "O", "O", "O", "O", "O", "O", "O", "O", "O", "N", "N", "N", "N", "N", "N", "N", "N", "N", "N", "N", "N", "N", "C", "C", "C", "C", "C", "C", "C", "C", "C", "C", "C", "C", "C", "C", "C", "C", "C", "C", "C", "C", "C", "C", "C", "H", "H", "H", "H", "H", "H", "H", "H", "H", "H", "H", "H", "H", "H", "H", "H", "H", "H", "H", "H", "H", "H", "H", "H", "H", "H", "H", "H", "H", "H", "H", "H", "H", "H", "H", "H", "H", "H", "H", "H", "H", "H", "H", "H", "H", "H", "H", "H", "H", "H", "H", "H", "H", "H", "H", "H", "H", "H", "H", "H", "H", "H", "H", "H", "H"],
  "positions_angstrom": [[2.0068, -0.6856, -5.6653], [-4.2902, 0.4274, -1.8223], [-0.4892, -9.0196, 0.4577], [1.6798, 3.2944, 1.9167], [-2.7412, 0.4684, 2.1377], [-0.7772, 5.1774, 0.6997], [-2.1312, -4.1436, -1.9173], [-1.1622, 1.5504, -3.7223], [-0.4102, -2.4276, 3.5107], [3.8638, 9.9814, 2.9387], [1.3038, -2.0616, 0.3427], [0.1008, -5.7826, 2.0747], [-0.0692, 2.5944, 0.8657], [1.6018, 0.0574, -0.3153], [2.4708, -1.4986, -1.3803], [1.0498, 7.8864, 2.0527], [-0.3982, 2.3924, -1.8733], [-0.4492, 0.2284, -2.0263], [-0.7022, -2.0356, -3.4113], [1.0808, 1.1634, 2.0767], [-3.1782, -1.4336, -1.6673], [-1.8892, 0.8294, 0.1617], [-1.0452, -0.8356, 1.2847], [-4.4582, -1.3356, -3.2903], [0.2668, -1.4996, 3.9687], [-0.6102, -4.4876, 2.3047], [-0.0612, -1.6616, -4.7253], [3.2198, -0.6186, -5.6413], [0.0048, -8.1196, 1.4367], [-0.7272, 1.3744, -2.5903], [-1.9442, 0.0974, 1.2637], [-0.6252, -6.7546, 1.2717], [-0.4042, -10.3486, 0.9187], [1.7228, -1.1916, -0.4423], [-0.8822, -3.6206, -1.5733], [-1.9672, 5.0374, -0.0883], [-0.7112, 6.3584, 1.4567], [2.4588, 8.1534, 2.4397], [4.2148, 10.9694, 3.6457], [2.5098, 9.5804, 2.9877], [-3.9862, -0.6946, -2.2213], [0.2568, -3.6436, 3.2207], [-0.2142, -3.3206, -2.9213], [-2.9042, -4.3996, -0.6873], [0.6838, 6.4684, 1.9497], [1.3928, -1.2246, -4.4793], [0.9508, 2.3614, 1.6127], [2.0408, 10.3394, 2.3117], [-1.5412, -4.6896, 2.8087], [1.0008, 8.3444, 1.1357], [3.5908, -0.1156, -6.4903], [3.0468, -0.8036, -1.8493], [-3.9482, -4.3656, -0.9983], [0.5938, -1.8516, 4.8787], [-1.6812, -2.1466, -3.6063], [-0.3662, -4.3756, -1.0133], [-0.6982, -0.9086, -5.1193], [-1.2892, 6.2064, 2.2987], [0.6808, 6.1384, 3.0027], [-2.7422, 5.8014, 0.0857], [3.6278, -1.5866, -5.5783], [2.3968, 0.6034, -0.7713], [-2.9192, -2.3846, -1.9613], [-0.4152, -4.0816, -3.6813], [-2.6272, -3.7436, 0.1977], [1.1468, -1.1826, 3.3277], [1.1998, -3.4566, 2.7197], [1.3268, 5.8564, 1.3387], [1.4818, -0.4246, -3.7703], [3.6258, 11.8584, 3.2287], [-1.0982, 7.1934, 0.8467], [-0.5772, -0.7406, -2.4743], [-0.5322, -1.0296, 0.4197], [2.8628, -2.4696, -1.3973], [-0.8362, 1.8534, 0.7407], [3.5958, -0.1536, -4.7293], [1.0918, -8.0426, 1.5077], [1.9048, 9.7334, 3.9357], [0.9148, -5.4876, 1.5347], [-2.3802, 3.9994, 0.0497], [-0.3762, 3.3354, -2.2973], [-0.0982, 2.2804, -0.8493], [0.9098, -3.1626, -2.7123], [0.4088, -4.0816, 4.1877], [-0.7532, -11.0666, 0.2287], [3.0278, 8.1494, 1.4857], [-0.3632, -0.5866, 4.2617], [-1.7012, 4.9754, -1.1083], [-2.7462, -0.8176, -0.9893], [-0.0802, -2.4876, -5.3953], [-1.3572, 0.6274, -0.7373], [1.4128, 0.5094, 0.5837], [1.7108, 1.3674, 2.9067], [0.4168, 0.2344, -1.3883], [-0.3452, 3.5584, 0.7097], [-0.9832, -1.5106, 2.0517], [0.5988, -10.5006, 1.2667], [3.9718, 10.8294, 4.7217], [-0.6242, -6.4756, 0.2067], [-0.4012, -8.4386, 2.4787], [-1.0602, -10.6096, 1.7787], [-5.3022, -0.8916, -3.7193], [-0.9122, -3.9546, 1.3377], [-2.6002, 1.5654, 0.0667], [5.2868, 11.0524, 3.5587], [-4.1302, -2.2056, -3.7413], [-0.7812, -2.7826, -0.8593], [0.3388, 0.5084, 2.1157], [2.9628, 7.4344, 3.0827], [-2.8402, -5.3516, -0.2853], [-1.6892, -6.9676, 1.6227], [2.0058, -2.0286, -4.0313]]
}

***

{
  "formula": "C39H40N6O5PS3Y",
  "method": "ωB97M-V/def2-TZVPD",
  "relative_energy_kj_mol": 115.46,
  "gap_ev": 4.3,
  "total_energy_ha": -3789.25933,
  "e_lumo_ha": 0.0073,
  "homo_energy_ev": -4.061,
  "elements": ["Y", "S", "S", "S", "P", "O", "O", "O", "O", "O", "N", "N", "N", "N", "N", "N", "C", "C", "C", "C", "C", "C", "C", "C", "C", "C", "C", "C", "C", "C", "C", "C", "C", "C", "C", "C", "C", "C", "C", "C", "C", "C", "C", "C", "C", "C", "C", "C", "C", "C", "C", "C", "C", "C", "C", "H", "H", "H", "H", "H", "H", "H", "H", "H", "H", "H", "H", "H", "H", "H", "H", "H", "H", "H", "H", "H", "H", "H", "H", "H", "H", "H", "H", "H", "H", "H", "H", "H", "H", "H", "H", "H", "H", "H", "H"],
  "positions_angstrom": [[-0.4754, 0.1104, 0.0321], [0.4113, 2.2634, -1.9408], [-1.0024, -2.5507, -0.8954], [1.4781, 5.4295, 5.4630], [1.9518, -1.5856, -0.9868], [-2.2904, -3.1793, -0.9916], [-0.8408, -1.3167, -1.7124], [-2.7085, 0.7796, -1.5713], [-0.5805, -2.2162, 0.4833], [-3.0118, -0.6329, 0.7060], [-1.2849, 1.7551, 1.3978], [2.4183, 4.3999, 4.6180], [1.3579, 1.0766, 1.1354], [0.0318, 5.0527, 4.8111], [1.2868, 3.3654, -4.1928], [2.7446, 3.4877, -2.5726], [5.8196, -2.9151, -0.2520], [2.4199, 3.9975, -4.8452], [3.4469, -2.5624, 1.1849], [3.5018, -2.2109, -0.1751], [-2.5694, 2.1621, 1.5238], [0.6542, -5.6760, -2.7956], [2.6823, 0.8504, 0.9867], [1.5342, 3.0316, -2.9081], [-2.6076, 0.9996, -2.9732], [4.6977, -2.3898, -0.8713], [0.2470, 4.1107, 3.9156], [-4.0268, -0.7917, -0.2790], [-0.3276, 2.4310, 2.1920], [3.3768, 4.2161, -3.6624], [2.2588, -0.2303, -4.8324], [-3.0142, 3.1505, 2.3533], [0.1728, -3.6697, -1.5979], [-0.2448, -4.8924, -2.0949], [1.6248, 3.7357, 3.8039], [-2.0764, 3.8272, 3.1723], [3.2920, 3.5320, -1.2416], [-0.7618, 3.4748, 3.1025], [2.5929, -0.7453, -2.4932], [-4.0296, 0.4228, -1.1847], [3.3497, 2.4149, 2.6648], [0.9976, 2.0847, 2.0691], [4.5854, -3.0862, 1.7899], [1.8352, -0.8402, -3.6633], [2.3491, -3.9838, -2.5067], [1.9445, -5.2076, -3.0122], [2.1956, -2.3959, 1.9973], [3.7530, 0.0253, -2.5116], [1.4683, -3.1919, -1.7735], [3.6924, 1.4470, 1.6833], [-3.1682, -1.5480, 1.7857], [2.0375, 2.7323, 2.8493], [3.4531, 0.4771, -4.8566], [4.1894, 0.6121, -3.6903], [5.7633, -3.2674, 1.0855], [3.4729, 5.2742, -3.4035], [6.7346, -3.0510, -0.8146], [1.8770, -1.3499, 2.0195], [1.3733, -2.9732, 1.5752], [1.6595, -0.3185, -5.7304], [0.4838, 3.0085, -4.6750], [-4.6349, 0.1881, -2.0630], [-3.3094, 1.7783, -3.2866], [4.3752, 3.8179, -3.8528], [-1.5946, 1.3263, -3.1748], [3.2876, 4.5531, -0.8503], [5.1177, 1.1716, -3.6932], [-4.0671, 3.3930, 2.3863], [-4.1446, -1.4044, 2.2556], [2.6927, 2.9063, -0.5869], [2.6448, -5.8047, -3.5824], [2.3577, -2.7229, 3.0229], [0.9088, -1.4004, -3.6501], [-2.8118, 0.0780, -3.5271], [3.8108, 0.9117, -5.7823], [4.5469, -3.3585, 2.8377], [4.7711, -2.1141, -1.9130], [-3.8438, -1.6996, -0.8483], [2.9594, 0.1233, 0.2379], [-5.0051, -0.8651, 0.2085], [2.8544, 3.3451, -5.6054], [-1.2714, -5.1947, -1.9353], [4.7214, 1.1791, 1.4839], [6.6351, -3.6792, 1.5776], [-4.4833, 1.2784, -0.6770], [-2.3832, -1.3308, 2.5071], [2.1291, 4.9346, -5.3194], [4.1004, 2.9176, 3.2602], [-3.2931, 1.6415, 0.9182], [4.3193, 3.1631, -1.2493], [3.3555, -3.6406, -2.6941], [-3.0728, -2.5785, 1.4396], [0.3490, -6.6351, -3.1914], [4.3412, 0.1482, -1.6109], [-2.3778, 4.6166, 3.8481]]
}